Entry 1:
{
  "formula": "C15H13FN4O4S",
  "method": "ωB97M-V/def2-TZVPD",
  "symbols": ["O", "C", "C", "N", "S", "O", "O", "C", "C", "C", "C", "C", "N", "O", "N", "C", "N", "C", "C", "C", "C", "C", "F", "C", "C", "H", "H", "H", "H", "H", "H", "H", "H", "H", "H", "H", "H", "H"],
  "xyz": [[1.645, 1.307, -2.080], [1.228, 1.710, -1.013], [2.038, 2.648, -0.108], [2.917, 1.845, 0.722], [2.194, 0.715, 1.719], [3.137, 0.411, 2.748], [0.874, 1.145, 2.095], [2.077, -0.689, 0.615], [2.979, -0.857, -0.392], [2.921, -1.960, -1.281], [1.967, -2.928, -1.175], [1.029, -2.795, -0.131], [0.007, -3.541, 0.242], [-0.532, -2.935, 1.291], [0.088, -1.811, 1.633], [1.081, -1.666, 0.776], [0.019, 1.399, -0.518], [-0.864, 0.476, -1.204], [-2.196, 0.374, -0.513], [-2.267, 0.190, 0.865], [-3.493, 0.076, 1.496], [-4.646, 0.146, 0.736], [-5.844, 0.037, 1.345], [-4.604, 0.326, -0.635], [-3.371, 0.440, -1.251], [2.657, 3.285, -0.744], [1.359, 3.266, 0.493], [3.604, 2.378, 1.234], [3.747, -0.113, -0.526], [3.659, -2.015, -2.066], [1.907, -3.767, -1.847], [-0.170, 1.582, 0.460], [-0.394, -0.518, -1.257], [-0.983, 0.824, -2.234], [-1.368, 0.128, 1.461], [-3.558, -0.068, 2.562], [-5.522, 0.376, -1.199], [-3.324, 0.582, -2.321]],
  "fmax_ha_per_bohr": 0.0343,
  "orbital_gap_ev": 8.078,
  "lumo_ev": -1.14
}

Entry 2:
{
  "formula": "C15H13N3O10Ru",
  "method": "ωB97M-V/def2-TZVPD",
  "symbols": ["Ru", "O", "C", "C", "C", "N", "C", "C", "C", "O", "O", "C", "O", "O", "H", "H", "H", "O", "C", "O", "C", "C", "N", "N", "C", "C", "O", "O", "H", "H", "H", "C", "C", "C", "O", "H", "H", "H", "H", "H", "H", "H"],
  "xyz": [[0.073, 0.302, -0.341], [-4.418, -3.360, -2.049], [-3.408, -2.529, -1.676], [-3.408, -1.177, -2.018], [-2.349, -0.408, -1.592], [-1.374, -0.954, -0.871], [-1.335, -2.236, -0.546], [-2.361, -3.074, -0.936], [-0.100, -2.639, 0.302], [0.026, -3.820, 0.576], [0.719, -1.693, 0.593], [-2.154, 1.081, -1.868], [-2.996, 1.688, -2.499], [-1.047, 1.574, -1.387], [-5.066, -2.859, -2.557], [-4.194, -0.711, -2.600], [-2.323, -4.121, -0.669], [1.591, 3.495, 4.334], [0.804, 2.516, 4.736], [0.515, 2.348, 5.898], [0.298, 1.590, 3.687], [-0.451, 0.462, 3.950], [-0.718, -0.126, 2.772], [-0.159, 0.547, 1.762], [0.457, 1.589, 2.286], [1.289, 2.403, 1.336], [1.856, 3.411, 1.777], [1.350, 1.943, 0.164], [1.795, 3.446, 3.344], [-0.770, 0.054, 4.892], [-1.032, -1.065, 2.583], [3.212, -0.431, -1.160], [2.221, -0.185, -2.292], [2.416, 1.177, -2.948], [0.850, -0.356, -1.947], [4.228, -0.435, -1.563], [3.015, -1.387, -0.679], [3.158, 0.357, -0.414], [2.399, -0.963, -3.047], [2.143, 1.967, -2.251], [1.790, 1.258, -3.837], [3.460, 1.318, -3.243]],
  "total_charge": -1,
  "relative_energy_ev": 0.382,
  "fmax_ha_per_bohr": 0.0284,
  "orbital_gap_ev": [7.939, 7.871],
  "spin_multiplicity": 2,
  "lumo_ev": [2.20, 2.19]
}